Record 1
{
  "formula": "C2H6N2O",
  "method": "ωB97M-V with the def2-TZVPD basis set",
  "symbols": ["C", "C", "N", "N", "O", "H", "H", "H", "H", "H", "H"],
  "positions_angstrom": [[-1.44515, 0.81091, 0.48683], [-0.16631, -1.40168, -0.04867], [2.11815, 0.75666, -0.39752], [-0.48178, 0.02057, 0.05924], [-2.62184, 0.44322, 0.53015], [-1.07823, 1.82059, 0.69177], [-0.88630, -1.73258, -0.97777], [0.88503, -1.45058, -0.36632], [-0.35253, -2.01201, 0.86896], [1.59665, 1.33644, -1.13479], [2.43230, 1.40846, 0.28813]],
  "homo_lumo_gap_ev": [9.20, 8.07],
  "charge": 0,
  "spin_multiplicity": 1,
  "e_above_lowest_ev": 5.638,
  "largest_force_ev_per_a": 2.9
}

Record 2
{
  "formula": "C5H9F2N",
  "method": "ωB97M-V with the def2-TZVPD basis set",
  "symbols": ["C", "C", "C", "C", "C", "N", "F", "F", "H", "H", "H", "H", "H", "H", "H", "H", "H"],
  "positions_angstrom": [[0.46183, 0.66985, -0.70967], [-0.14118, -0.39636, 0.28086], [1.34643, -0.26607, 0.03513], [-0.83032, -1.59331, -0.44213], [-0.72813, 0.14060, 1.51144], [0.50437, 1.99763, -0.63757], [2.16067, -1.23894, -0.60274], [2.12928, 0.24619, 0.97402], [-0.47576, -0.14518, -2.61792], [-0.06031, -2.43027, -0.33685], [-0.97646, -1.18778, -1.40433], [-1.75350, -1.73942, 0.10864], [-1.83347, 0.18662, 1.32698], [-0.19328, 1.12795, 1.59615], [-0.34546, -0.41242, 2.31736], [1.14308, 2.71154, -0.88025], [-0.40779, 2.32938, -0.51911]],
  "homo_lumo_gap_ev": [9.16, 7.60],
  "charge": 0,
  "spin_multiplicity": 1,
  "e_above_lowest_ev": 5.327,
  "largest_force_ev_per_a": 3.5
}